Record 1
74
Properties=species:S:1:pos:R:3:lowdin_charge:R:1 method="wB97M-V/def2-TZVPD" homo_lumo_gap_ha=0.2501 e_tot_ev=-46366.597 mol_weight_g_mol=455.55 charge=-1
C 5.620 2.538 -1.462 -0.131
C 5.135 1.221 -2.310 -0.274
O 3.754 0.785 -2.052 -0.316
C 2.785 1.884 -2.176 -0.325
Al 2.844 2.911 -3.950 0.245
C 3.581 1.817 -5.545 -0.196
C 4.924 2.536 -6.230 -0.308
O 6.080 2.734 -5.565 -0.071
O 4.908 3.011 -7.653 -0.064
C 4.563 4.466 -7.548 -0.249
C 5.531 5.687 -8.074 -0.031
O 3.342 4.735 -7.018 -0.044
H 6.722 2.792 -1.845 0.083
H 5.759 2.273 -0.307 0.081
H 4.990 3.508 -1.643 0.057
H 5.836 0.322 -1.953 0.124
H 5.381 1.349 -3.466 0.100
H 2.833 2.655 -1.269 0.068
H 1.705 1.383 -2.084 0.060
H 1.308 3.231 -4.330 -0.109
H 3.538 4.363 -3.839 -0.093
H 2.773 1.759 -6.418 0.068
H 3.818 0.689 -5.233 0.082
H 5.637 6.583 -7.299 0.104
H 6.623 5.357 -8.338 0.085
H 5.013 6.169 -9.032 0.096
C -0.474 -0.354 -0.948 -0.117
O 0.744 -1.079 -0.840 -0.198
C 1.550 -0.664 0.270 -0.199
C 1.589 -1.761 1.349 -0.200
N 0.293 -1.886 2.026 -0.044
C 0.180 -3.082 2.869 -0.196
C 0.288 -4.456 2.175 -0.214
O -0.804 -4.757 1.304 -0.194
C -0.683 -4.211 -0.002 -0.098
H -0.931 -0.598 -1.911 0.091
H -1.171 -0.647 -0.158 0.059
H -0.299 0.725 -0.911 0.083
H 1.232 0.297 0.678 0.122
H 2.568 -0.534 -0.121 0.113
H 2.357 -1.510 2.089 0.120
H 1.872 -2.694 0.863 0.095
H -0.445 -1.920 1.327 0.062
H -0.802 -3.028 3.354 0.086
H 0.927 -3.024 3.670 0.117
H 0.253 -5.217 2.964 0.116
H 1.247 -4.601 1.667 0.107
H 0.356 -4.160 -0.341 0.091
H -1.147 -3.224 -0.037 0.068
H -1.239 -4.851 -0.692 0.086
C -6.242 1.374 5.387 -0.115
O -6.581 -0.006 5.394 -0.202
C -7.260 -0.425 4.203 -0.204
C -6.357 -1.346 3.363 -0.206
N -5.249 -0.596 2.758 -0.054
C -4.208 -1.450 2.173 -0.187
C -3.444 -2.396 3.124 -0.207
O -2.606 -1.724 4.066 -0.196
C -3.277 -1.271 5.234 -0.092
H -5.904 1.647 6.391 0.089
H -5.423 1.569 4.690 0.076
H -7.106 1.995 5.132 0.086
H -7.635 0.418 3.620 0.117
H -8.129 -1.009 4.533 0.117
H -6.954 -1.807 2.568 0.120
H -5.989 -2.136 4.018 0.096
H -4.817 -0.012 3.470 0.066
H -3.476 -0.775 1.713 0.117
H -4.648 -2.037 1.358 0.118
H -2.768 -2.996 2.504 0.103
H -4.101 -3.115 3.625 0.112
H -4.098 -1.931 5.529 0.088
H -3.638 -0.252 5.083 0.069
H -2.553 -1.237 6.052 0.089

---

Record 2
92
Properties=species:S:1:pos:R:3:lowdin_charge:R:1 method="wB97M-V/def2-TZVPD" homo_lumo_gap_ha=0.3248 e_tot_ev=-76497.785 de_lowest_ev=1.096 mol_weight_g_mol=724.17 charge=-1
C -1.787 -2.271 -1.793 -0.028
C -2.689 -0.960 -1.449 -0.241
C -2.334 -0.386 -0.193 -0.205
C -3.261 0.785 0.386 -0.091
N -3.144 1.153 1.806 -0.119
C -1.740 1.142 2.286 -0.129
C -1.495 -0.104 3.026 -0.182
C -2.748 -0.362 3.803 -0.083
C -3.846 0.159 2.752 -0.034
C -3.886 2.501 2.086 -0.057
C -5.414 2.569 1.672 -0.158
C -6.068 3.948 1.757 -0.010
H -1.775 -2.511 -2.796 0.036
H -2.250 -3.041 -1.063 0.113
H -0.782 -2.127 -1.626 0.029
H -3.800 -1.191 -1.456 0.124
H -2.564 -0.332 -2.390 0.129
H -1.335 -0.120 -0.072 0.082
H -2.497 -1.162 0.529 0.112
H -4.228 0.596 -0.072 0.126
H -2.985 1.636 -0.260 0.144
H -1.360 1.902 2.860 0.128
H -0.999 1.144 1.649 0.066
H -0.549 0.082 3.800 0.189
H -1.203 -0.868 2.434 0.058
H -2.542 0.389 4.617 0.136
H -2.920 -1.317 4.200 0.101
H -4.468 0.646 3.297 0.035
H -4.337 -0.787 2.355 0.171
H -3.511 3.316 1.483 0.123
H -3.835 2.824 3.128 0.140
H -5.936 1.820 2.075 0.069
H -5.297 2.471 0.653 0.078
H -6.329 4.110 2.747 0.085
H -6.552 4.136 1.104 -0.071
H -5.387 4.691 1.483 0.090
O -0.088 1.547 -4.025 0.104
C 0.594 0.957 -3.170 -0.379
O 0.911 1.522 -2.064 0.305
B 1.764 0.552 -1.328 -0.868
O 1.836 -0.555 -2.293 0.331
C 1.058 -0.299 -3.216 -0.510
O 0.668 -1.127 -3.993 0.171
O 1.104 0.094 -0.030 0.226
C 2.015 0.302 0.902 -0.328
O 1.688 0.615 2.053 0.123
C 3.226 0.760 0.245 -0.356
O 3.044 0.931 -1.018 0.377
O 4.248 0.747 0.870 0.121
O -0.840 -3.418 2.895 0.209
C 0.237 -3.185 2.612 -0.494
O 0.660 -3.629 1.451 0.274
B 2.084 -3.259 1.504 -0.787
O 2.378 -2.575 2.837 0.269
C 1.319 -2.700 3.488 -0.476
O 1.014 -2.191 4.536 0.141
O 2.599 -2.485 0.469 0.327
C 3.571 -3.095 -0.021 -0.386
O 4.251 -2.598 -0.917 0.117
C 3.715 -4.418 0.529 -0.545
O 2.938 -4.567 1.453 0.286
O 4.407 -5.310 0.146 0.167
O -0.609 3.714 -0.202 -0.087
H -0.409 4.413 0.524 0.089
H 0.291 3.377 -0.076 0.024
O 0.388 4.231 -4.067 -0.006
H -0.514 4.268 -3.813 0.020
H 0.427 3.380 -4.352 -0.068
O 0.611 -4.073 -5.483 -0.093
H 0.424 -3.223 -4.949 0.046
H 0.733 -4.662 -4.736 0.015
O 1.905 0.713 4.654 -0.083
H 2.361 -0.107 5.014 0.061
H 1.837 0.490 3.751 -0.078
O 4.235 -2.045 -3.894 -0.121
H 4.849 -2.890 -3.892 0.094
H 4.011 -2.026 -2.934 -0.004
O -1.673 2.501 -6.021 -0.092
H -1.087 2.029 -5.435 -0.041
H -1.745 2.304 -6.996 0.065
O 4.944 -1.048 2.849 -0.116
H 4.497 -0.161 2.526 0.065
H 4.641 -1.117 3.812 0.067
O 6.085 2.742 1.132 -0.082
H 5.888 2.742 2.059 0.006
H 5.723 1.842 0.859 0.031
O 6.330 -0.992 -0.148 -0.101
H 6.095 -1.937 -0.409 0.053
H 5.899 -0.666 0.676 0.003
O -0.403 -0.528 -6.658 -0.119
H -0.363 -0.631 -5.614 0.064
H 0.081 0.264 -6.916 0.015

---

Record 3
68
Properties=species:S:1:pos:R:3:nbo_charge:R:1 method="wB97M-V/def2-TZVPD" homo_lumo_gap_ha=0.3624 smiles="NCCCOC(=O)C[C@@H](O)CN.CCCCCC.CCCCCC" e_tot_ev=-29537.553 de_lowest_ev=0.000 mol_weight_g_mol=348.57
N -2.159 1.072 -2.352 -0.852
C -3.333 1.941 -2.713 -0.233
C -4.656 1.048 -2.789 -0.430
C -5.181 0.549 -1.333 -0.082
O -5.871 -0.704 -1.557 -0.526
C -5.688 -1.631 -0.505 0.793
O -6.738 -2.108 0.008 -0.558
C -4.307 -2.093 0.134 -0.561
C -3.149 -2.476 -0.902 0.101
O -3.315 -1.968 -2.239 -0.720
C -1.742 -1.871 -0.370 -0.236
N -1.433 -2.259 1.037 -0.844
H -1.484 1.148 -3.135 0.366
H -1.707 1.453 -1.512 0.354
H -3.118 2.322 -3.782 0.189
H -3.439 2.873 -2.065 0.186
H -5.535 1.568 -3.325 0.208
H -4.376 0.078 -3.347 0.235
H -4.304 0.500 -0.608 0.183
H -5.876 1.379 -0.945 0.184
H -4.012 -1.306 0.916 0.229
H -4.531 -3.045 0.743 0.264
H -3.005 -3.606 -0.963 0.180
H -3.909 -2.551 -2.753 0.476
H -1.646 -0.746 -0.566 0.190
H -0.944 -2.365 -1.043 0.198
H -2.091 -1.816 1.710 0.347
H -0.528 -1.803 1.270 0.358
C 2.354 -0.344 -1.994 -0.611
C 1.761 1.027 -2.284 -0.397
C 1.762 1.386 -3.771 -0.400
C 3.147 1.484 -4.419 -0.397
C 4.103 2.486 -3.770 -0.398
C 3.607 3.925 -3.840 -0.610
H 3.407 -0.397 -2.283 0.203
H 2.295 -0.561 -0.924 0.208
H 1.809 -1.126 -2.529 0.204
H 2.292 1.790 -1.706 0.195
H 0.725 1.040 -1.928 0.194
H 1.231 2.335 -3.905 0.198
H 1.179 0.637 -4.318 0.201
H 3.017 1.750 -5.474 0.201
H 3.620 0.496 -4.416 0.201
H 5.068 2.426 -4.284 0.203
H 4.294 2.213 -2.727 0.194
H 3.450 4.232 -4.877 0.202
H 4.344 4.599 -3.395 0.210
H 2.669 4.054 -3.296 0.199
C 2.347 -0.430 2.558 -0.612
C 1.714 -1.429 3.515 -0.399
C 0.957 -0.769 4.669 -0.397
C 1.813 0.089 5.606 -0.397
C 2.986 -0.637 6.268 -0.398
C 2.552 -1.781 7.176 -0.610
H 3.099 0.186 3.057 0.205
H 2.842 -0.955 1.737 0.210
H 1.589 0.232 2.128 0.197
H 2.481 -2.108 3.901 0.198
H 1.010 -2.053 2.953 0.199
H 0.451 -1.547 5.250 0.202
H 0.161 -0.138 4.256 0.196
H 1.164 0.500 6.387 0.201
H 2.202 0.953 5.056 0.199
H 3.548 0.088 6.867 0.202
H 3.680 -1.013 5.511 0.193
H 1.889 -1.420 7.967 0.202
H 3.425 -2.239 7.649 0.210
H 2.030 -2.562 6.619 0.201

---

Record 4
70
Properties=species:S:1:pos:R:3:nbo_charge:R:1 method="wB97M-V/def2-TZVPD" homo_lumo_gap_ha="0.2084 / 0.2045" multiplicity=4 e_tot_ev=-81093.021 de_lowest_ev=1.465 mol_weight_g_mol=463.52 charge=+1
V -0.158 -0.357 -0.892 0.213
P -2.175 0.813 -0.889 0.981
P 1.643 -1.739 -0.266 0.959
N -0.846 -1.785 -2.366 -0.679
C -2.854 -0.315 -2.197 -0.732
H -3.944 -0.328 -2.061 0.244
H -2.650 0.171 -3.158 0.228
C -2.332 -1.748 -2.236 -0.208
H -2.678 -2.315 -1.356 0.220
H -2.717 -2.249 -3.129 0.200
C -0.295 -3.102 -1.921 -0.209
H -0.395 -3.771 -2.780 0.200
H -0.875 -3.533 -1.089 0.219
C 1.179 -2.996 -1.547 -0.729
H 1.774 -2.758 -2.436 0.230
H 1.538 -3.965 -1.174 0.245
C 1.884 -2.731 1.303 -0.490
C 1.991 -1.853 2.563 -0.614
H 2.160 -2.510 3.429 0.219
H 1.065 -1.284 2.732 0.231
H 2.842 -1.159 2.502 0.202
C 3.265 -1.002 -0.766 -0.500
C 3.893 -0.148 0.337 -0.620
H 4.688 0.460 -0.117 0.219
H 4.373 -0.762 1.113 0.209
H 3.161 0.533 0.804 0.235
C -2.007 2.497 -1.639 -0.508
C -1.797 3.604 -0.602 -0.607
H -1.487 4.514 -1.136 0.224
H -1.006 3.368 0.126 0.201
H -2.720 3.847 -0.053 0.217
C -3.539 0.861 0.406 -0.491
C -3.093 1.490 1.736 -0.618
H -3.963 1.533 2.412 0.223
H -2.724 2.517 1.598 0.203
H -2.312 0.887 2.222 0.230
C -0.854 -0.997 0.705 0.233
O -1.281 -1.397 1.740 -0.648
C 4.253 -2.016 -1.341 -0.613
H 4.630 -2.708 -0.576 0.218
H 3.832 -2.594 -2.173 0.209
H 5.110 -1.455 -1.733 0.220
C -3.119 2.850 -2.623 -0.613
H -2.849 3.802 -3.099 0.220
H -3.229 2.106 -3.419 0.210
H -4.089 2.979 -2.125 0.218
C -4.851 1.488 -0.093 -0.614
H -5.640 1.267 0.644 0.228
H -4.772 2.583 -0.170 0.206
H -5.181 1.077 -1.059 0.210
C 3.039 -3.745 1.232 -0.613
H 4.016 -3.250 1.335 0.207
H 2.939 -4.434 2.085 0.227
H 3.021 -4.354 0.317 0.210
H 0.932 -3.293 1.377 0.238
H -3.722 -0.213 0.597 0.237
H 2.942 -0.324 -1.578 0.214
H -1.064 2.372 -2.202 0.215
H -0.727 -1.864 -3.396 0.381
H 0.257 0.801 0.689 0.375
C 1.722 1.966 3.759 -0.747
S 0.797 2.468 2.259 1.066
C 1.930 3.684 1.600 -0.781
O 1.055 1.126 1.262 -0.964
H 2.680 1.541 3.442 0.246
H 1.101 1.225 4.279 0.262
H 1.842 2.866 4.369 0.246
H 2.935 3.268 1.574 0.246
H 1.589 3.935 0.594 0.257
H 1.866 4.557 2.257 0.250

---

Record 5
78
Properties=species:S:1:pos:R:3:lowdin_charge:R:1 method="wB97M-V/def2-TZVPD" homo_lumo_gap_ha=0.3678 smiles="O=S1(=O)CCCC1.O=S1(=O)CCCC1.O=S1(=O)CCCC1.O=S1(=O)CCCC1.CO.CO.CO" e_tot_ev=-86275.371 mol_weight_g_mol=576.82
O 2.868 5.147 -0.027 -0.336
S 1.760 4.467 -0.669 0.698
O 1.919 3.175 -1.313 -0.332
C 0.197 4.517 0.277 -0.199
C -0.690 5.664 -0.298 -0.180
C -0.295 5.786 -1.788 -0.245
C 1.190 5.723 -1.890 -0.222
H 0.433 4.571 1.340 0.101
H -0.197 3.517 0.097 0.081
H -1.761 5.528 -0.148 0.113
H -0.515 6.592 0.247 0.110
H -0.696 6.671 -2.281 0.117
H -0.800 4.980 -2.321 0.095
H 1.565 6.687 -1.545 0.106
H 1.553 5.461 -2.883 0.107
O -3.435 -0.850 1.461 -0.373
S -4.320 -0.798 0.262 0.765
O -5.385 0.198 0.124 -0.357
C -3.353 -0.955 -1.333 -0.212
C -4.242 -1.766 -2.295 -0.204
C -5.263 -2.643 -1.562 -0.224
C -5.256 -2.449 -0.066 -0.193
H -2.451 -1.544 -1.168 0.089
H -2.947 0.033 -1.549 0.083
H -4.781 -0.966 -2.803 0.106
H -3.674 -2.354 -3.016 0.113
H -5.077 -3.707 -1.709 0.112
H -6.300 -2.475 -1.856 0.112
H -4.686 -3.176 0.513 0.061
H -6.222 -2.427 0.438 0.102
O 5.295 0.613 -3.770 -0.347
S 5.283 -0.715 -3.186 0.713
O 5.935 -1.782 -3.971 -0.349
C 5.884 -0.650 -1.429 -0.197
C 4.712 -1.112 -0.542 -0.221
C 3.634 -1.869 -1.329 -0.224
C 3.585 -1.150 -2.655 -0.232
H 6.232 0.355 -1.188 0.100
H 6.796 -1.246 -1.421 0.095
H 5.164 -1.838 0.133 0.109
H 4.366 -0.232 0.000 0.105
H 2.652 -2.032 -0.885 0.105
H 3.983 -2.898 -1.404 0.113
H 3.145 -0.191 -2.383 0.096
H 2.965 -1.525 -3.469 0.109
O -1.881 -5.371 3.502 -0.319
S -2.327 -4.027 3.319 0.697
O -3.446 -3.858 2.358 -0.360
C -2.594 -3.168 4.909 -0.213
C -1.935 -1.793 4.766 -0.195
C -0.653 -1.967 3.843 -0.198
C -1.051 -2.903 2.682 -0.226
H -2.028 -3.756 5.631 0.099
H -3.642 -3.163 5.206 0.107
H -2.669 -1.130 4.308 0.107
H -1.613 -1.304 5.685 0.111
H 0.175 -2.376 4.423 0.097
H -0.320 -0.972 3.548 0.101
H -0.353 -3.536 2.133 0.102
H -1.621 -2.394 1.905 0.065
C -0.099 2.210 -3.726 -0.156
O -0.900 2.291 -2.593 -0.135
H 0.173 3.211 -4.062 0.077
H 0.879 1.758 -3.561 0.080
H -0.651 1.610 -4.450 0.090
H -1.773 2.468 -2.952 0.093
C 2.839 -1.978 3.037 -0.108
O 3.439 -0.785 2.461 -0.150
H 3.535 -2.780 2.789 0.082
H 2.680 -1.754 4.091 0.083
H 1.935 -2.161 2.457 0.053
H 3.302 -0.008 3.008 0.070
C 0.457 0.099 0.372 -0.157
O -0.438 0.126 -0.677 -0.105
H 0.578 1.093 0.802 0.084
H 0.178 -0.609 1.152 0.059
H 1.411 -0.343 0.083 0.059
H -0.356 0.935 -1.188 0.037

---

Record 6
75
Properties=species:S:1:pos:R:3:lowdin_charge:R:1 method="wB97M-V/def2-TZVPD" homo_lumo_gap_ha=0.3618 smiles=C[C@H](F)B(CCCCN)COO.COCCOCCOC.COCCOCCOC e_tot_ev=-41690.015 mol_weight_g_mol=445.38
C 0.735 -1.265 0.171 -0.029
C -0.648 -1.920 0.087 -0.274
F -0.500 -3.280 0.423 -0.048
B -1.415 -1.733 -1.276 -0.237
C -2.145 -2.962 -1.934 -0.111
C -3.650 -2.731 -2.126 -0.213
C -4.393 -2.474 -0.822 -0.191
C -5.599 -1.547 -0.998 -0.282
N -5.779 -0.740 0.219 -0.015
C -1.531 -0.348 -2.022 -0.107
O -0.988 0.793 -1.369 -0.157
O -1.797 0.968 -0.222 -0.034
H 0.900 -0.905 1.175 0.075
H 0.882 -0.479 -0.555 0.068
H 1.481 -2.024 -0.016 0.078
H -1.272 -1.494 0.876 0.135
H -1.708 -3.070 -2.929 0.110
H -1.957 -3.891 -1.412 0.101
H -4.058 -3.629 -2.576 0.110
H -3.810 -1.943 -2.849 0.097
H -4.750 -3.405 -0.398 0.114
H -3.764 -1.997 -0.075 0.102
H -6.485 -2.147 -1.202 0.104
H -5.437 -0.864 -1.819 0.101
H -5.911 -1.345 1.019 0.064
H -6.572 -0.116 0.142 0.061
H -1.105 -0.391 -3.016 0.129
H -2.596 -0.165 -2.177 0.118
H -1.158 0.877 0.503 0.082
C 7.703 -1.938 -4.729 -0.115
O 6.555 -1.775 -3.927 -0.197
C 6.551 -0.555 -3.204 -0.205
C 5.144 -0.042 -2.996 -0.184
O 4.553 0.528 -4.154 -0.124
C 4.069 -0.349 -5.160 -0.182
C 2.787 -1.065 -4.797 -0.201
O 3.038 -2.152 -3.921 -0.188
C 1.919 -2.486 -3.136 -0.103
H 8.607 -2.025 -4.115 0.088
H 7.577 -2.855 -5.302 0.087
H 7.819 -1.102 -5.428 0.088
H 7.136 0.208 -3.731 0.125
H 7.011 -0.731 -2.222 0.128
H 5.204 0.781 -2.280 0.128
H 4.506 -0.811 -2.558 0.121
H 4.836 -1.057 -5.477 0.122
H 3.847 0.300 -6.009 0.128
H 2.324 -1.457 -5.714 0.128
H 2.098 -0.349 -4.333 0.127
H 1.573 -1.619 -2.561 0.073
H 2.220 -3.266 -2.439 0.096
H 1.098 -2.865 -3.759 0.092
C -3.090 2.061 2.559 -0.102
O -2.578 2.053 3.876 -0.190
C -1.394 1.289 4.002 -0.206
C -0.480 1.850 5.068 -0.183
O 0.206 3.031 4.683 -0.125
C -0.519 4.253 4.679 -0.181
C -0.806 4.812 6.055 -0.206
O -1.886 4.130 6.670 -0.197
C -1.847 4.205 8.076 -0.115
H -3.418 1.060 2.257 0.087
H -3.946 2.732 2.538 0.092
H -2.343 2.433 1.849 0.078
H -0.849 1.260 3.049 0.116
H -1.670 0.261 4.277 0.129
H 0.308 1.113 5.238 0.128
H -1.014 1.984 6.010 0.122
H -1.434 4.173 4.091 0.122
H 0.139 4.963 4.173 0.128
H -1.072 5.874 5.959 0.128
H 0.099 4.731 6.670 0.127
H -0.900 3.815 8.467 0.088
H -2.661 3.593 8.461 0.087
H -1.985 5.236 8.423 0.088